[1]
C13H21AsN4O5PRuS4 | ωB97M-V with the def2-TZVPD basis set

Structure (XYZ):
```
50
Properties=species:S:1:pos:R:3:forces:R:3
Ru 0.91685 0.52453 0.54721 -0.68 0.04 0.05
O 2.55091 -3.78657 1.42859 0.02 0.33 0.02
C 2.24170 -2.61531 1.09949 -0.09 -0.64 0.17
O 2.50374 -1.51579 1.59295 0.38 0.01 0.34
C 1.42219 -2.52910 -0.19048 -0.28 0.03 -0.46
C 1.16956 -3.63093 -0.99645 -0.04 -0.06 -0.09
C 0.58193 -3.44474 -2.23743 -0.01 -0.14 0.03
C 0.31531 -2.16204 -2.68920 -0.01 0.08 -0.03
C 0.59672 -1.10668 -1.84127 0.08 -0.14 0.04
N 1.06326 -1.31416 -0.60434 0.23 0.27 -0.08
C 0.56504 0.34388 -2.30283 -0.20 0.11 0.28
O 0.13515 0.59167 -3.43062 0.34 -0.20 0.16
O 1.04632 1.18343 -1.45806 -0.08 -0.08 -0.13
H 1.46926 -4.60195 -0.62958 0.01 0.01 0.04
H 0.36976 -4.29826 -2.87244 0.01 -0.01 0.00
H -0.06963 -1.95396 -3.67738 0.00 0.03 0.00
S 0.08777 4.60092 1.65136 -0.04 -0.10 0.10
As 0.58200 2.54244 1.72554 0.03 0.42 0.40
S 2.62655 1.92174 1.44127 -0.06 -0.27 -0.01
S -0.24612 -0.19992 2.49237 0.50 0.07 -0.31
S -0.20340 1.59674 3.60802 -0.05 0.20 -0.26
C -3.40040 4.89806 -0.30813 -0.03 -0.05 0.04
N -3.29320 3.46729 -0.12553 -0.03 -0.03 0.22
C -3.52250 3.02332 1.25300 -0.02 0.01 -0.24
P -2.67651 2.37629 -1.20933 -0.10 0.09 -0.08
O -1.94369 1.30033 -0.52388 0.10 -0.48 -0.06
N -1.88082 3.33434 -2.29492 0.33 0.24 -0.17
C -0.67525 4.01479 -1.77673 -0.25 -0.08 0.08
C -1.73756 2.94344 -3.69875 0.09 0.10 0.11
N -3.95072 1.71616 -2.08471 0.12 0.02 0.18
C -3.94320 0.32457 -2.47750 -0.06 0.04 -0.06
C -5.04246 2.50807 -2.58422 0.05 -0.04 -0.05
H -2.69422 5.42334 0.34519 0.01 -0.02 0.00
H -4.41447 5.23668 -0.05755 -0.03 0.02 -0.01
H -3.18326 5.16823 -1.33951 -0.01 -0.03 0.00
H -2.85728 3.55014 1.94022 0.04 0.06 0.00
H -3.31389 1.96040 1.34570 0.06 -0.01 -0.05
H -4.56619 3.20510 1.53903 0.00 0.05 0.01
H -0.80200 4.28575 -0.72327 0.00 -0.04 -0.26
H -0.49901 4.92568 -2.35693 -0.06 0.04 -0.02
H 0.20566 3.37319 -1.83954 -0.03 -0.08 -0.06
H -2.63939 2.45142 -4.05379 -0.11 -0.05 0.00
H -0.88581 2.27464 -3.85059 -0.14 0.09 0.05
H -1.58508 3.84793 -4.29503 -0.05 0.10 -0.01
H -3.09090 -0.17611 -2.02674 0.04 0.02 0.03
H -3.88133 0.21099 -3.57038 0.02 0.05 0.03
H -4.85911 -0.17900 -2.14384 -0.02 0.01 0.02
H -4.92517 3.55021 -2.28998 0.02 0.00 0.02
H -6.00308 2.15091 -2.19104 -0.03 -0.01 0.00
H -5.10175 2.46969 -3.68278 0.03 0.02 0.02
```
Positions in Å, forces in eV/Å.

Output
- Charge: -2
- E_HOMO (spin up / spin down): -1.3 / -1.3 eV
- LUMO (spin up / spin down): 0.1623 / 0.1623 Ha
- HOMO-LUMO gap (spin up / spin down): 5.7267 / 5.6926 eV
- ΔE to the lowest compared entry with this formula, charge and spin: 163.2 kJ/mol
- Multiplicity: 2

[2]
H19O10 | ωB97M-V with the def2-TZVPD basis set

Structure (XYZ):
```
29
Properties=species:S:1:pos:R:3:forces:R:3
O 1.61611 -0.83328 -1.55154 -0.12 0.38 -0.57
H 1.53647 -0.95901 -2.50411 0.23 -0.15 0.00
H -0.87420 0.88450 3.90170 0.74 0.02 -0.11
O -0.05743 -1.08763 1.15677 -1.05 0.83 -0.26
H 0.36410 -0.43335 1.70893 0.16 0.18 0.16
H 0.52595 -2.61950 0.62624 1.09 -0.64 -0.09
O 3.54431 1.15969 -0.70772 0.46 0.22 -0.36
H -0.65222 -0.57623 0.49881 0.76 -1.53 0.66
H 2.95902 1.18399 -1.47336 -0.45 -0.10 0.23
O -3.29776 0.06623 -0.43746 0.10 -0.50 -0.30
H 2.63503 2.35256 2.36090 0.30 -0.50 0.17
H 0.66564 -0.58881 -1.35475 0.07 -0.24 0.20
O 2.37505 2.46016 1.45220 -0.82 0.79 -0.26
H -1.39263 1.05025 2.41064 0.36 -0.01 -0.10
H -2.43967 -0.35794 -0.79936 -0.54 0.41 0.58
O -2.35944 0.11731 -3.23086 0.05 1.65 -2.14
H -2.72366 -0.60076 -2.76854 -0.56 -1.43 1.23
H -1.51036 -0.22383 -3.51591 0.20 0.10 0.34
O -0.30975 1.61911 0.34870 -1.86 1.44 0.74
H 0.39124 2.03664 0.84753 0.99 -0.64 -0.47
H -0.20197 0.85023 -0.20201 0.86 -0.26 -0.48
O -1.02066 -0.79971 -1.17272 0.82 0.13 -0.21
H -0.67046 -1.69566 -1.20018 -0.39 -0.18 0.23
H 2.67157 1.74292 0.87837 0.51 -0.26 0.12
O -1.63261 0.92400 3.33554 -1.15 0.08 0.10
H 4.11034 0.41658 -0.93770 -0.06 -0.18 0.33
O 0.87295 -3.48649 0.98515 -1.04 0.83 -0.06
H -3.68423 0.48617 -1.20923 0.04 0.24 0.08
H 0.28516 -3.40211 1.75092 0.33 -0.69 0.24
```
Positions in Å, forces in eV/Å.

Output
- Charge: -1
- E_HOMO: -5.9 eV
- LUMO: 0.1073 Ha
- HOMO-LUMO gap: 8.7983 eV
- ΔE to the lowest compared entry with this formula, charge and spin: 170.6 kJ/mol

[3]
C5H6O | ωB97M-V with the def2-TZVPD basis set

Structure (XYZ):
```
12
Properties=species:S:1:pos:R:3:forces:R:3
C 0.85994 0.33559 -1.76642 0.85 -0.22 2.74
C 0.65832 0.34869 -0.15174 0.73 2.63 2.29
C -0.35467 -0.65998 0.30080 0.86 -3.71 -1.26
C -1.23390 -0.51587 1.42279 0.11 1.00 -0.14
C -1.95531 -0.28642 2.34588 -0.97 0.82 1.98
H 1.45741 -0.62541 -1.90117 -1.10 1.34 -0.58
H -0.13143 0.41862 -2.31458 1.47 -0.25 0.72
H 1.52155 1.22780 -1.86517 -0.56 -0.76 -0.75
H 1.75178 -0.03760 0.57047 -3.30 1.48 -2.50
H 0.27236 1.54347 0.33384 1.45 -3.71 -1.60
H -2.51552 0.04565 3.24885 0.68 -0.74 -1.43
O -0.33052 -1.79454 -0.22356 -0.22 2.11 0.53
```
Positions in Å, forces in eV/Å.

Output
- E_HOMO: -10.1 eV
- LUMO: 0.0016 Ha
- HOMO-LUMO gap: 10.1030 eV
- ΔE to the lowest compared entry with this formula, charge and spin: 374.7 kJ/mol

[4]
C30H21Cl2MnN6O4S | ωB97M-V with the def2-TZVPD basis set

Structure (XYZ):
```
65
Properties=species:S:1:pos:R:3:forces:R:3
Mn -0.33052 -0.11780 -0.12456 0.43 -0.22 -0.30
Cl 5.12802 -2.51503 -3.22336 -0.04 0.02 -0.02
C 3.62785 -1.72470 -2.91383 0.05 -0.03 -0.01
C 3.26890 -1.49717 -1.59081 0.05 -0.02 0.09
C 2.06789 -0.86005 -1.32696 0.04 0.02 0.24
N 1.51878 -0.53514 -0.06238 -0.01 0.05 0.03
C 2.05892 -0.91138 1.13702 0.03 0.00 -0.02
O 3.15604 -1.38223 1.33169 0.01 0.00 0.00
C 1.08024 -0.70270 2.26267 -0.02 0.02 -0.10
C 1.41540 -0.93425 3.57685 0.03 -0.03 0.08
C 0.43508 -0.76631 4.54436 0.01 0.00 0.01
C -0.84107 -0.37882 4.16092 0.01 -0.01 0.03
C -1.10656 -0.16579 2.82139 0.03 -0.02 -0.04
N -0.15305 -0.32389 1.89378 -0.12 0.03 0.10
C 1.23770 -0.46880 -2.37636 -0.19 0.16 -0.07
C 1.59211 -0.68930 -3.69087 -0.08 0.03 -0.02
C 2.79942 -1.32236 -3.95745 0.02 -0.01 -0.07
Cl 3.23400 -1.59675 -5.60095 0.01 -0.01 0.03
N 0.07710 0.20633 -1.92198 -0.12 -0.19 -0.03
C -0.30395 1.41846 -2.46119 0.10 0.04 0.04
O -0.24276 1.73997 -3.61884 -0.01 0.00 -0.01
C -0.67857 2.37918 -1.36417 0.00 -0.16 -0.05
C -1.00527 3.68983 -1.60927 -0.04 0.12 -0.03
C -1.19704 4.53426 -0.52386 0.00 0.00 -0.01
C -1.05938 4.02784 0.75798 -0.01 0.00 0.00
C -0.74574 2.69182 0.92439 0.01 0.00 -0.02
N -0.54776 1.88774 -0.12114 -0.01 0.06 0.07
H 3.92947 -1.79868 -0.79335 -0.01 0.01 -0.02
H 2.42496 -1.24562 3.80653 -0.01 0.00 0.01
H 0.66304 -0.94037 5.58743 0.00 0.00 0.00
H -1.63210 -0.24429 4.88461 0.01 0.00 0.01
H -2.08324 0.14458 2.47153 0.02 0.01 -0.01
H 0.94869 -0.37376 -4.49811 0.02 0.00 0.00
H -1.08238 4.01806 -2.63684 0.00 0.01 0.01
H -1.44304 5.57658 -0.67664 0.00 0.00 0.00
H -1.19791 4.64982 1.63018 0.00 0.01 -0.01
H -0.64955 2.25942 1.90877 0.01 -0.02 -0.01
C -5.40782 2.21000 -5.33546 0.01 -0.01 0.04
C -5.01702 1.72746 -3.96608 -0.02 0.04 -0.05
C -5.04934 0.36908 -3.65267 0.00 -0.04 0.00
C -4.66594 -0.08478 -2.40425 0.02 0.08 0.01
C -4.23653 0.83616 -1.45618 -0.02 0.10 -0.07
C -4.21258 2.19621 -1.73311 -0.03 -0.09 -0.01
C -4.60680 2.63067 -2.98789 -0.01 0.01 -0.01
S -3.69072 0.25759 0.10191 -0.02 -0.09 -0.15
O -4.60217 -0.73124 0.59484 -0.01 -0.03 0.05
O -3.34856 1.39219 0.91530 0.02 0.04 0.06
N -2.27292 -0.49193 -0.24720 0.01 -0.22 0.32
C -2.08069 -1.85944 -0.27784 -0.11 0.10 -0.12
C -2.93511 -2.96354 -0.26943 -0.06 0.05 0.01
C -2.34298 -4.20747 -0.30791 0.08 -0.05 0.00
C -0.94920 -4.36147 -0.34351 -0.12 -0.05 -0.02
C -0.16966 -3.23668 -0.34821 0.10 0.11 -0.11
N -0.74852 -2.02869 -0.32765 -0.04 0.14 0.08
H -6.01327 1.47248 -5.85925 0.00 0.00 0.01
H -4.51748 2.39955 -5.93851 0.00 0.00 0.01
H -5.97066 3.14113 -5.27806 0.00 0.00 0.00
H -5.38853 -0.34031 -4.39724 0.01 0.01 0.01
H -4.70966 -1.13932 -2.16386 0.00 -0.01 -0.01
H -3.91003 2.89279 -0.96312 0.01 0.01 -0.01
H -4.60923 3.69092 -3.21153 0.01 -0.01 0.01
H -4.00364 -2.83480 -0.21395 0.00 0.00 0.01
H -2.97335 -5.08726 -0.30756 0.01 0.00 0.00
H -0.48892 -5.33725 -0.37730 -0.03 -0.01 0.00
H 0.91169 -3.26502 -0.39697 0.00 0.03 0.04
```
Positions in Å, forces in eV/Å.

Output
- Charge: +1
- E_HOMO (spin up / spin down): -10.7 / -10.9 eV
- LUMO (spin up / spin down): -0.1546 / -0.1675 Ha
- HOMO-LUMO gap (spin up / spin down): 6.5371 / 6.3422 eV
- Multiplicity: 4